1.
Formula: C3H11N3
Source: the OMol25 dataset
Level of theory: ωB97M-V with the def2-TZVPD basis set

```
17
Properties=species:S:1:pos:R:3:forces:R:3:nbo_charge:R:1
C -4.855 1.247 1.549 1.765 1.243 -0.367 -0.447
C -3.585 1.114 1.964 -0.456 -0.723 0.575 0.006
N -2.551 0.251 1.498 0.621 0.571 -1.859 -0.846
H -5.124 0.872 0.588 -0.397 -0.531 -0.417 0.196
H -5.429 2.092 1.933 -0.104 -0.592 0.280 0.205
H -3.251 1.503 2.898 -0.483 1.038 0.795 0.153
H -1.862 0.749 0.871 -1.288 -0.738 0.670 0.374
H -2.003 0.001 2.297 0.351 -0.280 0.315 0.357
N 3.017 -1.773 -2.479 -2.637 1.654 0.422 -0.868
C 3.388 -0.573 -1.645 -0.106 -0.607 -0.180 -0.061
N 2.684 -0.468 -0.267 1.216 -0.773 0.675 -0.870
H 3.779 -2.107 -3.058 -0.288 0.389 -0.008 0.372
H 2.124 -1.502 -3.054 2.572 -1.049 1.214 0.363
H 4.422 -0.757 -1.299 -0.008 0.675 -1.283 0.169
H 3.172 0.342 -2.359 0.748 -1.188 2.280 0.173
H 2.934 -1.394 0.362 -0.524 3.165 -2.228 0.365
H 3.141 0.403 0.202 -0.984 -2.255 -0.884 0.357
```
Forces are in eV/Å.

Values from the calculation:
Structure (SMILES) ... C=CN.NCN
Energy above the lowest of the compared OMol25 structures with the same formula, charge and spin ... 3.077 eV
Spin multiplicity ... 1
F_max ... 3.9 eV/A

=====

2.
Formula: C2H2INO2
Source: the OMol25 dataset
Level of theory: ωB97M-V with the def2-TZVPD basis set

```
8
Properties=species:S:1:pos:R:3:forces:R:3:nbo_charge:R:1
C -0.519 1.819 0.948 0.436 0.613 0.012 -0.133
C 0.112 0.811 0.895 -0.066 -0.857 0.535 0.049
N 0.851 -0.393 0.891 -0.323 -1.142 0.312 0.482
O 0.589 -1.311 1.656 -0.452 1.151 -0.015 -0.334
O 1.711 -0.449 0.055 0.862 0.348 -0.756 -0.317
I -0.931 -0.979 -2.285 -0.050 0.051 -0.044 -0.105
H -0.979 -2.333 -3.141 -0.004 -0.042 -0.001 0.106
H -0.835 2.835 0.982 -0.404 -0.122 -0.042 0.253
```
Forces are in eV/Å.

Values from the calculation:
Structure (SMILES) ... C#C[N+](=O)[O-].I
Energy above the lowest of the compared OMol25 structures with the same formula, charge and spin ... 6.013 eV
Spin multiplicity ... 1
F_max ... 1.2 eV/A

=====

3.
Formula: C41H81BrFN6OP2
Source: the OMol25 dataset
Level of theory: ωB97M-V with the def2-TZVPD basis set

```
133
Properties=species:S:1:pos:R:3:forces:R:3:mulliken_charge:R:1
C 13.903 -2.575 -0.995 0.490 0.719 -0.571 -0.986
C 13.168 -1.472 -1.887 -0.197 -0.370 -0.076 -0.522
C 11.590 -1.714 -2.011 1.069 -0.051 -0.269 -0.234
C 11.036 -0.937 -3.285 0.305 0.297 0.374 -0.761
C 10.120 0.312 -2.948 -0.805 -0.902 -1.153 -0.728
C 8.821 -0.044 -2.091 1.213 1.523 0.679 -0.209
C 8.049 1.347 -1.851 -0.086 -0.103 -0.583 -0.623
C 6.707 1.454 -2.714 0.739 -1.020 0.451 -0.631
C 5.596 0.442 -2.196 -0.543 0.193 -0.102 -0.634
C 4.092 1.047 -2.262 1.534 -1.106 -0.135 0.707
C 3.382 0.316 -3.471 -0.253 1.124 -0.808 -0.739
C 1.834 0.640 -3.660 -0.184 -0.854 0.388 -0.794
C 1.082 1.184 -2.370 -1.763 -0.587 -1.278 0.215
C -0.403 0.544 -2.410 0.842 0.532 1.791 -0.870
C -1.453 1.402 -1.560 -0.546 -1.071 -1.273 -0.619
C -2.699 0.442 -1.244 0.416 0.643 -0.021 -0.562
C -3.966 1.242 -0.684 -0.105 -1.484 -0.307 -0.470
C -5.047 1.305 -1.879 0.506 0.188 0.380 -0.850
P -6.038 -0.300 -1.980 -0.771 1.027 -4.073 0.896
F -5.058 -1.387 -2.790 -1.704 1.794 1.907 -0.351
N -7.448 0.011 -2.940 2.589 -1.254 0.130 -0.333
C -8.145 -1.266 -3.354 -1.013 -0.375 -0.887 -0.651
C -9.699 -1.019 -3.575 -0.465 -0.823 0.008 -0.391
C -10.611 -2.154 -2.883 0.365 0.453 0.209 -0.736
P -6.679 -1.055 -0.016 0.032 -2.141 2.551 0.037
O -7.320 -2.622 -0.149 -0.028 2.674 -0.558 -0.394
Br -8.420 0.251 0.557 0.691 -0.510 -0.918 0.154
H 14.146 -2.126 0.007 -0.330 -0.785 -0.826 0.234
H 13.328 -3.539 -0.903 0.401 1.118 0.027 0.312
H 14.883 -2.837 -1.503 -1.019 0.284 0.740 0.285
H 13.402 -0.426 -1.507 -0.399 -1.292 -0.348 0.266
H 13.598 -1.512 -2.936 -0.526 -0.051 1.153 0.303
H 11.474 -2.840 -2.132 -0.085 1.379 0.065 0.288
H 11.069 -1.418 -1.056 0.551 -0.245 -1.002 0.142
H 10.521 -1.679 -3.961 0.273 0.943 0.645 0.301
H 11.931 -0.531 -3.862 -1.094 -0.602 0.597 0.395
H 9.741 0.711 -3.948 0.507 -0.325 1.120 0.269
H 10.718 1.153 -2.490 -0.669 -1.065 -0.129 0.298
H 8.167 -0.825 -2.570 0.744 0.754 0.412 0.245
H 9.218 -0.402 -1.087 -0.819 0.182 -1.207 0.190
H 8.740 2.187 -2.185 -0.819 -0.987 0.494 0.413
H 7.869 1.491 -0.748 -0.099 -0.069 -1.081 0.106
H 6.321 2.511 -2.746 0.398 -1.055 0.049 0.430
H 6.998 1.114 -3.760 -0.430 0.752 1.070 0.153
H 5.620 -0.484 -2.854 0.017 1.042 0.932 0.279
H 5.780 0.085 -1.131 0.096 0.575 -1.239 0.225
H 4.190 2.168 -2.391 -0.477 -1.269 0.006 0.289
H 3.645 0.840 -1.251 0.049 0.226 -1.187 -0.616
H 3.552 -0.808 -3.484 -0.225 1.411 0.469 0.389
H 3.903 0.693 -4.414 -0.464 -0.542 1.145 0.153
H 1.611 1.323 -4.540 0.471 -0.652 1.132 0.307
H 1.330 -0.348 -3.928 0.612 1.171 0.258 0.317
H 1.519 0.853 -1.390 -0.146 0.684 -1.051 -0.225
H 0.927 2.295 -2.468 0.606 -0.979 0.517 0.325
H -0.299 -0.440 -1.844 -0.281 0.851 -1.177 0.268
H -0.736 0.399 -3.475 0.148 0.070 1.169 0.429
H -1.813 2.229 -2.250 0.331 -0.659 1.003 0.234
H -1.010 1.852 -0.630 -0.398 -0.535 -0.888 0.324
H -2.983 -0.047 -2.228 0.354 0.485 1.121 0.243
H -2.402 -0.411 -0.555 -0.251 1.187 -0.686 0.417
H -3.721 2.256 -0.269 -0.254 -0.939 -0.712 0.408
H -4.390 0.627 0.176 0.355 0.983 -0.936 0.220
H -5.718 2.213 -1.802 0.262 -1.334 0.001 0.424
H -4.510 1.383 -2.880 -0.656 -0.202 1.137 0.456
H -7.135 0.422 -3.837 -0.306 0.378 0.710 0.359
H -7.684 -1.584 -4.337 -0.489 0.111 1.201 0.267
H -7.989 -2.118 -2.633 0.025 1.052 -0.516 0.408
H -10.032 -0.009 -3.201 0.622 -1.014 -0.402 0.336
H -9.913 -1.076 -4.680 0.312 0.323 1.158 0.298
H -11.269 -1.674 -2.096 0.662 -0.670 -0.947 -0.026
H -9.973 -2.944 -2.370 -0.794 0.872 -0.686 0.278
H -11.253 -2.660 -3.654 0.601 0.472 0.915 0.331
H -8.267 -2.529 -0.376 0.277 -0.478 0.000 0.327
C 8.410 3.235 2.490 -0.031 0.019 -0.044 -1.211
C 8.269 1.842 3.094 -0.019 0.317 -0.047 -0.215
C 9.616 1.155 3.326 0.109 -0.022 -0.748 -0.483
C 10.337 0.997 2.027 0.590 -0.227 -0.469 0.256
N 10.894 0.874 1.015 -0.821 0.165 1.274 -0.431
H 8.876 3.200 1.502 0.047 -0.010 0.064 0.315
H 7.427 3.696 2.369 0.050 -0.013 0.059 0.320
H 9.013 3.882 3.132 -0.031 -0.009 -0.061 0.358
H 7.652 1.229 2.433 0.077 -0.058 0.141 0.110
H 7.741 1.919 4.045 0.069 -0.151 -0.083 0.367
H 9.464 0.169 3.770 0.136 0.018 -0.091 0.290
H 10.236 1.741 4.008 0.051 -0.043 -0.114 0.329
C -12.039 0.394 0.501 0.081 -0.036 0.009 -0.948
C -13.468 0.803 0.835 0.249 0.067 0.163 -0.339
C -14.463 0.422 -0.264 0.305 0.499 -0.435 -0.465
C -14.093 1.103 -1.542 -0.084 0.223 -0.769 0.218
N -13.806 1.632 -2.535 -0.256 -0.764 1.403 -0.456
H -11.673 0.903 -0.395 -0.077 -0.021 -0.009 0.382
H -11.366 0.657 1.322 -0.050 -0.048 0.011 0.188
H -11.969 -0.686 0.336 0.047 0.033 0.014 0.300
H -13.499 1.882 1.004 -0.130 -0.083 -0.047 0.066
H -13.769 0.323 1.770 -0.090 0.008 -0.093 0.376
H -15.473 0.722 0.021 0.048 0.004 -0.151 0.326
H -14.464 -0.659 -0.424 -0.014 0.075 -0.102 0.312
C -9.995 3.772 2.168 0.046 0.049 -0.063 -0.952
C -10.602 4.399 3.420 0.298 0.001 -0.150 -0.517
C -11.979 3.828 3.769 -0.271 0.349 -0.597 -0.318
C -12.935 4.083 2.649 -0.679 0.028 -0.371 0.227
N -13.675 4.282 1.777 1.083 -0.283 1.160 -0.492
H -10.606 3.969 1.283 -0.031 -0.045 0.066 0.380
H -9.004 4.190 1.978 -0.037 -0.059 0.026 0.352
H -9.892 2.688 2.282 -0.010 0.028 0.006 0.108
H -10.677 5.480 3.275 -0.054 -0.076 0.087 0.317
H -9.926 4.234 4.263 -0.136 0.027 0.032 0.315
H -12.362 4.298 4.676 -0.102 -0.066 -0.104 0.314
H -11.916 2.751 3.945 -0.095 0.043 -0.062 0.273
C 3.249 -1.663 2.879 -0.068 0.032 0.145 -0.991
C 2.674 -0.406 2.238 -0.044 -0.289 0.171 -0.547
C 3.753 0.533 1.693 0.148 0.159 0.673 0.277
C 4.646 0.982 2.804 0.562 0.378 0.335 0.172
N 5.339 1.330 3.667 -1.213 -0.521 -1.107 -0.490
H 3.870 -1.424 3.747 0.050 0.088 -0.100 0.397
H 2.445 -2.315 3.225 0.210 0.142 -0.159 0.191
H 3.857 -2.225 2.165 -0.058 -0.018 0.063 0.309
H 2.062 0.122 2.976 0.041 0.076 -0.113 0.358
H 2.009 -0.697 1.419 0.058 0.103 -0.028 0.219
H 3.291 1.410 1.233 0.187 0.049 0.050 0.362
H 4.354 0.028 0.933 0.065 0.056 0.096 -0.221
C 3.370 -5.543 5.979 0.052 0.006 0.034 -1.077
C 1.933 -5.167 6.327 0.321 0.019 0.146 -0.425
C 0.934 -5.558 5.235 0.307 0.506 -0.402 -0.406
C 1.271 -4.857 3.958 -0.081 0.180 -0.777 0.296
N 1.533 -4.311 2.967 -0.510 -0.964 1.401 -0.479
H 3.718 -5.019 5.086 -0.058 -0.054 0.006 0.303
H 4.041 -5.272 6.797 -0.039 -0.058 -0.045 0.320
H 3.462 -6.618 5.806 0.023 0.067 -0.001 0.308
H 1.882 -4.089 6.506 -0.114 -0.075 -0.014 0.284
H 1.651 -5.661 7.260 -0.114 0.034 -0.092 0.310
H -0.079 -5.281 5.534 0.027 -0.009 -0.167 0.268
H 0.954 -6.637 5.064 0.012 0.085 -0.102 0.286
```
Forces are in eV/Å.

Values from the calculation:
Total charge ... +1
Spin multiplicity ... 1
F_max ... 4.3 eV/A

=====

Number 1: HOMO level -8.9531 eV, frontier orbital gap 9.88 eV, electronic energy -7757.0073 eV. Number 2: HOMO level -10.0806 eV, frontier orbital gap 9.16 eV, electronic energy -15786.0983 eV. Number 3: HOMO level -10.9731 eV, frontier orbital gap 6.28 eV, electronic energy -146147.6812 eV.